The following is a quantum chemistry calculation of C24H32N6OS in the gas phase, from the OMol25 dataset.

The geometry in ORCA input format:
```
! wB97M-V def2-TZVPD RIJCOSX def2/J DEFGRID3
* xyz 0 1
C -6.98119 -2.62971 0.21364
C -5.84575 -1.67362 0.01235
C -5.15948 -1.15862 1.10679
C -4.11387 -0.27264 0.93638
C -3.72095 0.12362 -0.33674
C -4.40330 -0.38940 -1.42987
C -5.45297 -1.27452 -1.25701
H -5.96967 -1.66210 -2.12338
H -4.11319 -0.09558 -2.42888
C -2.58338 1.09903 -0.51839
C -1.41383 0.74811 0.35987
C -0.70786 -0.41300 0.10016
N 0.30581 -0.69505 0.93442
N 1.13420 -1.73655 0.90433
C 1.95792 -1.49440 1.91673
N 1.71985 -0.36924 2.60142
C 0.66724 0.14675 1.98809
N -0.00048 1.25465 2.23529
C -1.02012 1.55258 1.45792
C -1.73063 2.82191 1.80686
H -1.65650 3.54065 0.99204
H -2.78415 2.63523 2.00745
H -1.26663 3.24391 2.69342
S 3.25525 -2.57880 2.27605
C 3.03102 -3.71053 0.86294
H 3.78572 -4.48798 0.98586
H 2.03560 -4.14811 0.91498
C 3.20817 -3.02347 -0.49010
O 2.47517 -3.25811 -1.42510
N 4.27670 -2.20893 -0.54544
H 4.78710 -2.02677 0.30745
C 4.62566 -1.41710 -1.70203
C 4.49941 0.07994 -1.42088
H 4.94358 0.64420 -2.24085
H 5.05003 0.32143 -0.50964
C 3.04002 0.50454 -1.26172
N 2.93646 1.90447 -0.92413
C 1.62550 2.48261 -1.15161
H 1.46763 2.62678 -2.22345
C 1.68421 3.78859 -0.37284
H 2.28584 4.51134 -0.92378
H 0.69974 4.21326 -0.18592
C 2.40354 3.36391 0.90714
H 1.68766 2.97441 1.63165
H 2.94662 4.18564 1.36935
C 3.34074 2.24029 0.44128
H 4.38412 2.56995 0.42504
H 3.26578 1.37503 1.11470
H 0.81124 1.84381 -0.76431
H 2.51894 0.34500 -2.20986
H 2.55714 -0.13950 -0.50545
H 5.65449 -1.65413 -1.99426
H 3.94927 -1.71868 -2.50496
C -0.95770 -1.35803 -1.02073
H -0.13432 -2.06654 -1.08646
H -1.04768 -0.81857 -1.96181
H -1.88840 -1.90033 -0.85656
H -2.93711 2.10426 -0.28610
H -2.26891 1.09467 -1.56522
H -3.59290 0.11115 1.80231
H -5.44978 -1.45749 2.10391
H -7.80326 -2.13488 0.73021
H -7.34792 -3.00582 -0.73795
H -6.66543 -3.47353 0.82537
*
```

## Properties
**HOMO**: -0.2978 Eh
**ΔE to the lowest compared entry with this formula, charge and spin**: 2.0 kcal/mol
**HOMO-LUMO gap**: 8.57 eV
**Energy**: -1735.7513 a.u.
**SMILES**: Cc1ccc(Cc2c(C)nc3nc(SCC(=O)NCCCN4CCCC4)nn3c2C)cc1

natural (NBO) atomic charge list, values in e, 2 entries: number 1, C, carries -0.63; number 2, C, carries -0.02